(1)
70
Properties=species:S:1:pos:R:3:mulliken_spin:R:1 method="wB97M-V/def2-TZVPD" total_energy_ev=-94480.20096 s2=6.02 total_charge=0 spin_multiplicity=5
Co -0.129 0.277 0.580 2.731
C 1.297 2.572 -0.988 0.007
P -0.493 2.357 -0.549 0.017
C -1.337 2.626 -2.136 0.009
C -1.656 1.496 -2.882 0.017
C -2.251 1.622 -4.133 0.000
C -2.535 2.881 -4.636 0.001
C -2.221 4.015 -3.895 0.001
C -1.620 3.889 -2.651 -0.004
C -1.012 3.751 0.507 0.012
C -2.381 3.956 0.683 0.017
C -2.848 4.926 1.555 -0.002
C -1.948 5.705 2.274 0.005
C -0.587 5.507 2.110 -0.006
C -0.120 4.535 1.230 0.003
C 1.732 1.212 -1.467 0.014
C 2.288 0.759 -2.637 0.025
C 2.245 -0.674 -2.576 0.021
C 1.671 -0.993 -1.370 0.006
C 1.158 -2.280 -0.782 0.003
P -0.568 -1.935 -0.235 0.041
C -0.947 -3.179 1.053 -0.057
C -1.964 -4.118 0.918 0.004
C -2.275 -4.983 1.963 -0.001
C -1.569 -4.915 3.150 0.004
C -0.550 -3.978 3.295 0.014
C -0.249 -3.112 2.256 0.034
C -1.673 -2.319 -1.623 -0.005
C -1.291 -3.023 -2.758 0.004
C -2.197 -3.228 -3.795 -0.001
C -3.489 -2.736 -3.701 0.004
C -3.879 -2.025 -2.573 0.003
C -2.970 -1.809 -1.548 0.026
N 1.368 0.150 -0.679 0.063
H 1.851 2.886 -0.101 0.000
H 1.406 3.337 -1.757 -0.002
H -1.435 0.510 -2.486 0.001
H -2.491 0.735 -4.706 0.000
H -3.003 2.982 -5.607 0.000
H -2.445 4.998 -4.289 0.000
H -1.381 4.776 -2.076 0.000
H -3.093 3.353 0.130 0.003
H -3.914 5.071 1.678 0.000
H -2.310 6.461 2.959 0.000
H 0.120 6.109 2.667 0.001
H 0.948 4.393 1.126 -0.003
H 2.661 1.363 -3.451 0.001
H 2.584 -1.365 -3.334 0.000
H 1.700 -2.591 0.116 0.002
H 1.215 -3.108 -1.488 0.000
H -2.518 -4.189 -0.010 0.001
H -3.068 -5.710 1.840 0.000
H -1.812 -5.585 3.965 0.000
H 0.003 -3.913 4.223 0.000
H 0.523 -2.364 2.407 -0.008
H -0.286 -3.411 -2.853 0.000
H -1.886 -3.773 -4.677 0.000
H -4.191 -2.898 -4.510 0.000
H -4.883 -1.628 -2.498 0.000
H -3.271 -1.232 -0.680 -0.003
C 0.699 0.863 4.678 0.009
O 0.813 0.715 3.278 0.071
C -0.365 0.600 2.521 0.872
C -1.688 0.608 3.216 -0.042
H 0.111 0.056 5.127 0.000
H 0.249 1.821 4.954 0.005
H 1.710 0.831 5.082 0.001
H -2.066 -0.399 3.469 0.057
H -2.443 1.049 2.553 0.004
H -1.723 1.191 4.140 0.016

---

(2)
19
Properties=species:S:1:pos:R:3:lowdin_charge:R:1 method="wB97M-V/def2-TZVPD" total_energy_ev=-30200.71056 total_charge=+1 e_above_lowest_kcal_mol=0.00
C 1.514 -2.510 -1.531 -1.031
C -1.555 -0.846 -0.700 -0.109
C 0.475 0.209 1.739 -0.063
C 0.917 1.791 0.011 -0.146
C -1.223 0.510 -0.093 -0.235
N 0.158 0.614 0.335 -0.433
S 1.489 -1.138 -0.767 1.080
Cl 1.168 -3.867 -2.283 0.909
H -1.241 -0.975 -1.659 0.034
H -1.270 -1.664 -0.105 0.056
H -2.610 -0.760 -0.589 0.084
H 0.566 1.124 2.303 0.091
H -0.128 -0.590 2.053 0.076
H 1.520 -0.268 1.708 0.084
H 2.051 1.658 0.109 0.100
H 0.741 2.221 -1.036 0.115
H 0.762 2.682 0.742 0.123
H -1.956 0.595 0.704 0.125
H -1.378 1.213 -0.942 0.139

---

(3)
11
Properties=species:S:1:pos:R:3:lowdin_charge:R:1 method="wB97M-V/def2-TZVPD" smiles="NC1=C[C@H]1C=O" total_energy_ev=-7763.86431 total_charge=0 e_above_lowest_kcal_mol=61.39
N 1.760 0.038 0.648 0.126
C 0.581 0.557 0.195 -0.310
C -0.216 1.357 -0.430 0.063
C -0.867 0.187 0.280 -0.191
C -1.191 -1.104 -0.395 -0.243
O -0.392 -1.710 -1.080 0.032
H 1.831 -0.946 0.408 0.101
H 2.588 0.547 0.370 0.096
H -0.443 2.242 -1.001 0.095
H -1.466 0.377 1.179 0.116
H -2.185 -1.545 -0.173 0.115

---

(4)
22
Properties=species:S:1:pos:R:3:lowdin_charge:R:1 method="wB97M-V/def2-TZVPD" total_energy_ev=-10988.81643 total_charge=+1 e_above_lowest_kcal_mol=68.90
O -2.519 0.827 -0.123 0.107
C -1.571 0.124 -0.311 -0.237
C -0.467 0.443 -1.283 -0.258
C 0.845 -0.052 -0.620 -0.359
C 2.110 0.072 -1.569 -0.056
C 1.143 0.795 0.575 -0.065
N -0.505 1.854 -1.842 0.240
H -1.510 -0.891 0.170 0.166
H -0.660 -0.336 -2.041 0.173
H 0.751 -1.157 -0.472 0.164
H 2.481 1.026 -1.847 0.059
H 2.158 -0.448 -2.511 0.078
H 2.947 -0.246 -0.936 0.095
H 1.696 0.242 1.280 0.083
H 0.227 1.010 1.251 0.127
H 1.557 1.714 0.271 0.074
H 0.189 1.981 -2.740 0.256
H -1.479 2.055 -2.311 0.224
H -0.364 2.465 -1.088 0.130
H 0.280 -3.008 5.146 0.032
H 0.843 -4.226 4.249 -0.003
O 0.277 -3.508 4.339 -0.029

---

(5)
20
Properties=species:S:1:pos:R:3:lowdin_charge:R:1 method="wB97M-V/def2-TZVPD" total_energy_ev=-13556.59751 total_charge=0 e_above_lowest_kcal_mol=154.94
C -2.205 -1.281 0.179 0.018
C -1.495 0.028 0.179 -0.391
O -2.265 1.245 0.421 -0.015
C -0.904 1.710 0.243 -0.147
C -0.257 0.519 1.011 -0.023
C 0.674 0.244 -0.153 -0.103
C 2.011 0.576 -0.365 -0.231
O 2.792 0.898 0.727 -0.024
C -0.569 0.699 -0.894 -0.031
H -2.713 -1.438 1.140 0.093
H -2.942 -1.311 -0.634 0.094
H -1.488 -2.099 0.034 0.085
H -0.689 2.781 0.311 0.161
H -0.102 0.426 2.090 0.151
H 2.262 1.067 -1.310 0.132
H -0.763 0.808 -1.966 0.152
H 3.642 0.456 0.663 0.089
H 2.387 -1.133 -0.781 0.163
O 1.497 -1.909 -0.849 -0.186
H 1.128 -2.287 -0.047 0.012

---

(6)
66
Properties=species:S:1:pos:R:3:lowdin_charge:R:1 method="wB97M-V/def2-TZVPD" total_energy_ev=-97716.00149 total_charge=0 e_above_lowest_kcal_mol=42.39
Bi 0.170 0.236 0.231 1.284
O 4.784 -3.612 0.225 0.128
C 5.281 -2.416 0.007 -0.514
O 6.465 -2.224 -0.144 0.069
C 4.321 -1.277 -0.067 -0.037
C 4.652 0.016 -0.418 -0.552
Cl 6.145 0.609 -0.948 0.850
N 3.521 0.795 -0.386 -0.046
N 2.458 0.024 -0.025 -0.099
C 2.919 -1.233 0.173 -0.133
C 1.955 -2.239 0.540 -0.539
O 2.263 -3.420 0.772 0.056
O 0.719 -1.831 0.626 -0.324
C 3.376 2.144 -0.737 -0.234
C 2.252 2.554 -1.453 -0.053
C 2.102 3.881 -1.804 -0.071
C 3.061 4.812 -1.439 -0.075
C 4.171 4.408 -0.715 -0.068
C 4.336 3.082 -0.361 -0.051
H 3.789 -3.629 0.429 0.069
H 1.507 1.831 -1.747 0.056
H 1.238 4.184 -2.375 0.111
H 2.945 5.845 -1.721 0.106
H 4.926 5.128 -0.435 0.109
H 5.202 2.768 0.197 0.086
C -1.739 -3.502 1.932 -0.028
N -2.194 -2.355 2.668 -0.114
C -2.452 -2.285 4.008 -0.036
C -2.776 -0.996 4.279 -0.064
N -2.729 -0.275 3.121 0.004
B -3.042 1.241 2.993 -0.411
N -1.647 1.979 2.977 0.036
C -0.907 1.972 4.130 -0.052
C 0.291 2.558 3.905 -0.029
N 0.302 2.939 2.590 -0.152
C 1.427 3.470 1.884 -0.051
C -0.876 2.534 2.027 -0.613
S -1.191 3.239 0.442 0.926
C -2.380 -1.126 2.149 -0.692
S -2.286 -0.824 0.470 0.560
H -1.548 -4.319 2.624 0.097
H -0.819 -3.244 1.400 0.067
H -2.492 -3.806 1.202 0.093
H -2.394 -3.148 4.637 0.119
H -3.084 -0.546 5.199 0.116
H -3.657 1.436 2.009 0.058
H -3.597 1.590 3.982 0.077
H -1.306 1.558 5.030 0.119
H 1.118 2.744 4.558 0.123
H 2.170 3.809 2.600 0.105
H 1.129 4.304 1.249 0.077
H 1.867 2.697 1.246 0.056
Cl -2.708 5.304 -1.669 0.703
C -2.732 3.756 -2.444 -0.620
C -2.712 3.697 -3.828 -0.105
C -2.750 2.468 -4.465 -0.077
C -2.801 1.305 -3.715 -0.065
C -2.803 1.373 -2.334 -0.047
C -2.777 2.596 -1.674 -0.326
C -2.806 2.626 -0.181 -0.419
H -2.678 4.611 -4.399 0.103
H -2.742 2.419 -5.543 0.106
H -2.845 0.343 -4.199 0.108
H -2.842 0.468 -1.748 0.050
H -2.940 1.619 0.208 -0.016
H -3.573 3.304 0.197 0.087

---

(7)
6
Properties=species:S:1:pos:R:3:lowdin_charge:R:1 method="wB97M-V/def2-TZVPD" smiles="O=C(P)Cl" total_energy_ev=-24926.86446 total_charge=0 e_above_lowest_kcal_mol=16.49
O -0.241 -0.460 -1.733 -0.036
C -0.493 0.100 -0.728 -1.013
P 0.178 -0.491 1.194 0.767
Cl -1.461 1.595 -0.724 0.538
H 0.820 0.688 1.411 -0.178
H 1.197 -1.431 0.580 -0.077